3 unconnected molecules or ions with the total composition C4H10O3 at a distorted geometry. Source: the OMol25 dataset; level of theory: ωB97M-V/def2-TZVPD.

Values from the calculation:
SMILES: C=CC(=C)O.O.O
DFT total energy: -384.0723 Ha
Total charge: 0
F_max: 2.15 eV Å⁻¹

XYZ file:
```
17
Properties=species:S:1:pos:R:3:forces:R:3
C -0.69666 2.05357 -0.83432 -0.70 0.12 0.46
C -1.52889 1.00746 -0.84698 1.33 0.36 -0.65
C -1.16993 -0.32231 -0.26811 -0.82 1.81 -0.82
C -2.01725 -1.03154 0.45721 0.44 -1.18 0.19
O 0.04853 -0.77541 -0.60884 0.88 -1.66 0.13
H 0.31113 2.05157 -0.45191 0.07 -0.10 0.53
H -1.09991 3.02072 -1.10862 0.30 -0.03 -0.67
H -2.31476 1.09567 -1.59289 -0.80 -0.18 0.90
H -1.73538 -2.05406 0.68019 0.09 0.04 0.34
H -2.95711 -0.70530 0.86117 -0.19 0.37 -0.44
H 0.77677 -0.16749 -0.83673 -0.58 0.43 0.01
O 1.59167 -1.41491 1.68930 0.08 -0.01 0.08
H 1.01550 -1.39626 0.90599 -0.19 -0.23 0.07
H 1.58519 -2.31886 2.02280 0.00 0.19 -0.11
O 2.42250 0.43032 -0.23764 0.38 0.23 0.04
H 2.41371 0.06029 0.66063 0.06 -0.13 -0.07
H 3.35489 0.46652 -0.49127 -0.33 -0.02 0.00
```
Positions in Å, forces in eV/Å.

Mulliken population analysis, charges in e, atoms 1 to 5: C -0.625; C -0.355; C 0.766; C -0.887; O -0.603

C3H3F2N in the gas phase at a distorted geometry. Source: the OMol25 dataset; level of theory: ωB97M-V/def2-TZVPD.

Values from the calculation:
SMILES: CC(F)(F)C#N
DFT total energy: -370.5847 Ha
Total charge: 0
F_max: 2.36 eV Å⁻¹

XYZ file:
```
9
Properties=species:S:1:pos:R:3:forces:R:3
C -0.98972 1.30965 -0.03102 -0.37 -0.83 2.18
C -0.30551 -0.04861 0.00742 -0.06 0.08 -0.45
F -0.67716 -0.78164 -1.10313 0.24 0.26 0.73
F -0.68157 -0.75199 1.11594 0.09 0.19 -0.46
C 1.18769 0.06016 0.00685 -0.16 -0.23 -0.04
N 2.33047 0.16071 -0.00507 -0.23 0.05 0.02
H -2.09021 1.08401 0.02816 1.05 0.50 -0.20
H -0.65326 1.84657 0.91847 -0.56 -0.43 -1.42
H -0.69604 1.81990 -0.92593 -0.02 0.42 -0.35
```
Positions in Å, forces in eV/Å.

Mulliken population analysis, charges in e, atoms 1 to 5: C -1.085; C 0.991; F -0.259; F -0.250; C -0.043

A gas-phase ion, C20H23N2O5S (charge -1) at a distorted geometry. Source: the OMol25 dataset; level of theory: ωB97M-V/def2-TZVPD.

Values from the calculation:
SMILES: CC(C)(O)c1coc(S(=O)(=O)/N=C(/[O-])Nc2c3c(cc4c2CCC4)CCC3)c1
DFT total energy: -1659.9194 Ha
Total charge: -1
F_max: 1.76 eV Å⁻¹

XYZ file:
```
51
Properties=species:S:1:pos:R:3:forces:R:3
C -2.32159 -2.27003 -0.02421 0.24 -0.38 0.01
C -1.09622 -3.13008 0.29129 -0.09 0.28 0.31
C -1.10871 -3.55854 1.76496 -0.03 0.01 -0.37
O -1.18373 -4.28412 -0.54336 -0.11 -0.13 -0.20
C 0.15511 -2.35505 -0.01911 0.24 -0.20 -0.52
C 0.82121 -2.32057 -1.21036 -0.61 -0.32 0.38
O 1.89203 -1.50780 -1.13949 0.36 0.13 -0.36
C 1.92672 -1.00659 0.10501 0.03 0.48 0.79
S 3.16000 0.26847 0.51108 0.19 -0.47 -0.29
O 4.45433 -0.35639 0.42316 -0.14 0.10 -0.17
O 2.76845 0.68651 1.85604 -0.13 -0.09 -0.22
N 3.00681 1.37518 -0.61031 1.37 -0.94 0.58
C 1.81365 1.91669 -0.84445 -1.33 0.45 0.13
O 1.55557 2.66280 -1.77382 -0.03 0.11 -0.23
N 0.81966 1.59323 0.11582 0.12 0.29 0.28
C -0.54074 1.48146 -0.00726 -0.43 0.10 -0.22
C -1.34631 1.53710 1.13711 0.05 -0.09 0.03
C -2.72421 1.39943 1.07463 -0.03 -0.07 -0.08
C -3.37744 1.19725 -0.12985 0.04 0.05 0.01
C -2.58524 1.09345 -1.26034 -0.07 0.02 0.11
C -1.20182 1.21061 -1.20957 0.05 0.03 -0.04
C -0.60164 0.96920 -2.56179 0.09 0.06 -0.19
C -1.75341 0.34339 -3.36237 0.01 -0.04 -0.02
C -3.03574 0.82333 -2.66859 -0.05 -0.03 -0.09
C -3.32515 1.51324 2.44916 -0.04 0.01 0.05
C -2.11945 1.29947 3.37641 -0.01 0.06 0.06
C -0.89864 1.74786 2.55778 0.08 0.02 0.01
C 0.88414 -1.48791 0.83827 0.54 0.17 -0.12
H -2.32873 -2.02694 -1.08220 0.00 0.08 -0.13
H -2.28788 -1.34478 0.54226 0.00 0.16 0.05
H -3.22888 -2.81863 0.21696 -0.16 -0.06 0.07
H -1.95830 -4.21493 1.94318 -0.09 -0.01 0.00
H -1.19382 -2.68828 2.40734 0.02 0.12 0.17
H -0.19255 -4.09124 2.01516 0.09 -0.03 0.05
H -0.35678 -4.77147 -0.46280 0.04 0.04 0.02
H 0.63201 -2.81166 -2.14498 0.07 -0.02 -0.15
H 1.20887 1.43219 1.03822 -0.23 0.05 0.00
H -4.45241 1.09586 -0.18074 -0.13 -0.04 -0.01
H -0.25910 1.91241 -2.99345 0.04 -0.08 -0.01
H 0.26989 0.31628 -2.50680 0.08 0.03 -0.06
H -1.69265 -0.74552 -3.29638 -0.01 -0.03 -0.02
H -1.72395 0.61922 -4.41666 0.02 -0.07 -0.03
H -3.39895 1.75072 -3.12305 -0.05 0.00 -0.03
H -3.84188 0.08842 -2.71780 -0.05 0.04 -0.02
H -3.74963 2.51290 2.58756 -0.06 0.00 0.04
H -4.12043 0.78568 2.62247 -0.05 0.05 0.01
H -2.02902 0.23611 3.60886 0.01 -0.02 0.01
H -2.21482 1.84311 4.31687 0.02 -0.06 0.05
H -0.68188 2.80719 2.72749 0.10 0.03 0.04
H 0.00100 1.18482 2.81062 0.07 0.04 0.07
H 0.67779 -1.24239 1.85800 -0.04 0.14 0.28
```
Positions in Å, forces in eV/Å.

Mulliken population analysis, charges in e, atoms 1 to 5: C -1.202; C 1.717; C -1.788; O -0.665; C 0.525

3 unconnected molecules or ions with the total composition C3H10NO2 at a distorted geometry. Source: the OMol25 dataset; level of theory: ωB97M-V/def2-TZVPD.

Values from the calculation:
DFT total energy: -325.1840 Ha
Total charge: +1
F_max: 3.35 eV Å⁻¹

XYZ file:
```
16
Properties=species:S:1:pos:R:3:forces:R:3
C -1.51934 0.75441 1.36677 -0.21 -2.58 2.13
C -2.23517 -0.35691 1.64532 1.04 1.57 -1.82
C 0.71780 0.89550 2.18719 0.70 -1.65 -1.82
N -0.07060 0.67680 1.17699 0.12 0.94 0.28
H -1.78293 1.71139 1.77038 -0.36 0.55 -0.58
H -1.74550 -1.28841 1.38914 -0.49 -0.34 0.36
H -3.28747 -0.24596 1.86160 0.04 -0.34 0.28
H 1.64086 1.43428 1.98496 0.27 -0.59 0.06
H 0.63681 0.19664 3.01296 -0.93 1.36 1.26
H 0.39603 0.58686 0.24756 -0.23 1.03 -0.05
H 0.57144 -0.74004 -4.83527 0.89 0.55 0.74
H -0.21155 -1.85724 -4.83377 -0.16 -1.03 0.84
O 0.44093 -1.47924 -4.21993 -0.71 0.51 -1.50
H 2.68061 0.41946 -0.63244 0.22 0.15 -0.11
H 1.93290 -0.80645 -1.15291 -0.16 0.01 -0.08
O 1.83052 -0.02219 -0.59983 -0.05 -0.13 0.02
```
Positions in Å, forces in eV/Å.

Mulliken population analysis, charges in e, atoms 1 to 5: C -0.252; C -0.457; C -0.175; N 0.041; H 0.365

A gas-phase ion, C2H5N2S (charge +1) at a distorted geometry. Source: the OMol25 dataset; level of theory: ωB97M-V/def2-TZVPD.

Values from the calculation:
Expectation value of S²: 2.01
DFT total energy: -586.4718 Ha
Total charge: +1
F_max: 9.54 eV Å⁻¹
Spin multiplicity: 3

XYZ file:
```
10
Properties=species:S:1:pos:R:3:forces:R:3
C 0.48838 -0.78697 -0.59592 -0.10 -1.01 -6.15
C -0.58787 0.75826 0.90413 0.60 -2.84 -0.90
N 0.89997 -1.40278 0.47444 -0.10 1.00 9.48
N -0.16312 0.36403 -0.41740 -0.86 2.55 0.45
S 0.30446 -0.51446 1.90558 0.57 -1.30 -1.61
H 0.82974 -1.29085 -1.48462 -0.42 0.93 -0.69
H -0.12701 1.68640 1.25958 -0.91 0.29 -0.21
H -1.69701 0.51959 0.85171 0.95 0.87 1.25
H 1.18013 -2.32189 0.75899 0.04 -0.64 -0.81
H -0.24685 1.08470 -1.09942 0.23 0.15 -0.81
```
Positions in Å, forces in eV/Å.

Mulliken population analysis, charges in e, atoms 1 to 5: C -0.292; C -0.424; N -0.116; N -0.180; S 0.227

2 unconnected molecules or ions with the total composition C2H3ClFI at a distorted geometry. Source: the OMol25 dataset; level of theory: ωB97M-V/def2-TZVPD.

Values from the calculation:
SMILES: C=C(F)Cl.I
DFT total energy: -935.6437 Ha
Total charge: 0
F_max: 9.32 eV Å⁻¹

XYZ file:
```
8
Properties=species:S:1:pos:R:3:forces:R:3
C -1.32659 -0.02886 -0.93057 -3.73 -1.19 3.49
C -0.31130 -0.23235 -0.08691 -5.25 0.78 -1.09
F -0.21308 -0.39854 1.19910 -2.87 0.07 2.31
Cl 1.11006 -0.47645 -0.59562 7.75 -1.54 -4.93
H -1.39141 -0.03516 -1.99083 1.02 0.16 -0.54
H -2.39215 -0.21990 -0.48574 2.01 0.94 -0.56
I 2.38204 0.54382 2.28574 0.57 0.81 -0.86
H 2.14243 0.84745 0.60482 0.49 -0.03 2.18
```
Positions in Å, forces in eV/Å.

Mulliken population analysis, charges in e, atoms 1 to 5: C -0.730; C 0.660; F -0.143; Cl -0.239; H 0.322